Entry 1:
21
Properties=species:S:1:pos:R:3:forces:R:3:lowdin_spin:R:1 method="wB97M-V/def2-TZVPD" charge=0 homo_ev="-4.5 / -7.8" s2=2.042 spin_multiplicity=3
C 1.141 0.953 0.267 2.252 -0.991 -0.194 0.136
H -4.888 1.850 -0.567 -0.065 -0.297 0.040 0.007
N 1.639 -1.238 0.044 -0.755 -1.129 1.223 0.350
H 1.296 -3.156 -0.591 0.009 -0.144 -0.129 0.010
H 1.987 -2.084 -1.858 0.006 -0.007 0.047 0.001
C 2.053 2.145 0.057 -0.368 -0.009 0.013 0.011
H -0.274 -1.315 1.219 0.172 0.103 0.148 0.012
H 2.076 2.408 -0.997 0.101 0.062 -0.119 0.001
N -3.924 1.590 -0.368 -0.173 0.662 -0.215 0.013
H 1.027 0.693 1.328 -0.082 0.002 -0.186 0.007
S -0.561 1.405 -0.371 -2.719 -1.314 1.078 0.599
C 1.993 -2.341 -0.794 0.235 -0.225 -0.126 0.042
H -2.084 -1.591 1.286 -0.359 -0.084 -0.067 0.015
H 1.697 2.993 0.636 0.007 0.237 0.045 0.004
C -1.472 0.140 0.302 -2.876 3.788 -2.598 0.107
H 2.986 -2.681 -0.498 0.123 -0.186 -0.136 0.012
C -1.267 -0.963 0.974 0.922 -1.630 1.129 0.264
H 3.061 1.891 0.379 -0.021 0.003 -0.014 0.003
N 1.542 -0.141 -0.549 0.872 1.904 -0.550 0.201
Cl -4.424 -1.014 0.162 -0.830 -0.634 0.041 0.053
C -3.605 0.454 -0.059 3.548 -0.111 0.569 0.150

Entry 2:
11
Properties=species:S:1:pos:R:3:forces:R:3:nbo_charge:R:1 method="wB97M-V/def2-TZVPD" relative_energy_kcal_mol=47.18 charge=0 smiles="CC1=N[C@H]1C=O" homo_ev=-9.9
H -0.137 -2.344 -0.613 0.108 0.108 0.022 0.245
C -0.772 0.643 0.359 -0.261 0.215 -0.072 -0.281
C -0.338 1.980 -0.134 0.331 0.033 -0.004 0.405
C 0.687 -1.680 -0.330 0.036 0.000 0.001 -0.674
H -1.135 2.577 -0.627 0.098 -0.038 0.069 0.108
H 1.373 -2.224 0.324 -0.091 0.115 -0.070 0.243
N 0.054 0.039 1.494 0.114 -0.370 -0.449 -0.264
H -1.851 0.486 0.409 0.135 0.045 -0.015 0.190
C 0.128 -0.507 0.375 0.027 0.057 0.477 0.294
H 1.207 -1.385 -1.245 -0.083 0.037 0.144 0.248
O 0.783 2.415 -0.013 -0.414 -0.202 -0.103 -0.515

Entry 3:
54
Properties=species:S:1:pos:R:3:forces:R:3:nbo_charge:R:1 method="wB97M-V/def2-TZVPD" relative_energy_kcal_mol=8.32 charge=0 smiles="COc1cc(CNCC(C)C)c(Br)cc1OCC(=O)NCc1ccccc1" homo_ev=-8.3
C -0.154 -1.179 -3.002 0.055 -0.184 -0.154 -0.251
H 0.394 -1.991 -2.515 -0.005 0.038 -0.015 0.178
O -0.425 -0.128 -2.106 0.050 0.328 0.282 -0.487
C -1.488 2.832 0.334 -0.086 0.362 0.318 -0.157
C 5.050 -2.183 1.182 -0.271 -0.077 -0.069 -0.223
H 6.128 -2.139 0.995 -0.030 0.000 -0.034 0.204
H -1.126 -1.545 -3.327 0.093 -0.012 -0.009 0.202
H 0.411 -0.829 -3.872 -0.007 -0.013 0.040 0.178
H 5.244 -2.057 3.329 0.040 -0.007 0.132 0.211
C -5.047 1.919 -0.626 -0.075 0.100 0.100 -0.266
H 3.283 -1.329 0.276 0.067 -0.087 -0.029 0.164
H -6.041 -0.398 -1.671 -0.002 0.020 -0.113 0.207
H 4.418 -2.061 -0.878 -0.075 -0.044 0.015 0.183
C 2.983 0.948 -1.130 0.086 0.224 0.184 -0.085
N -3.608 2.045 -0.515 -0.072 -0.301 -0.358 -0.604
H 1.051 3.072 0.672 -0.058 0.058 0.048 0.236
C 4.353 -1.451 0.030 0.190 -0.129 0.115 -0.214
H 5.038 1.453 -1.497 -0.105 -0.095 -0.106 0.219
C 0.281 1.563 -0.644 0.053 -0.231 -0.206 0.339
H 5.047 0.383 0.574 0.012 0.010 -0.104 0.361
H -3.027 1.356 -0.969 0.043 0.083 0.066 0.422
H 5.115 -0.490 2.544 0.009 0.151 0.096 0.203
C -5.914 -0.466 2.175 0.028 0.046 0.068 -0.191
C -6.004 -0.416 -0.591 0.006 0.127 0.014 -0.246
C -6.428 -1.541 0.095 -0.035 -0.134 0.018 -0.206
C -6.382 -1.569 1.478 -0.042 -0.108 -0.019 -0.219
O -3.603 3.756 0.969 -0.025 0.266 0.313 -0.633
Br 3.936 2.979 0.666 -0.108 -0.075 -0.064 0.037
O -1.054 1.776 -0.490 0.143 -0.100 -0.073 -0.513
H -6.713 -2.447 2.013 -0.026 -0.068 0.039 0.213
H 3.683 -1.510 2.716 -0.131 0.016 0.039 0.202
H 5.101 -4.171 2.029 0.008 -0.107 0.086 0.209
H -6.792 -2.399 -0.451 -0.028 -0.069 -0.038 0.212
C 4.427 0.557 -1.353 0.075 0.113 0.028 -0.235
H 4.500 -0.057 -2.255 -0.019 0.091 -0.013 0.194
C -3.019 2.925 0.306 0.559 -0.197 -0.254 0.657
H -5.320 1.877 -1.685 -0.031 0.041 0.115 0.201
C 2.614 1.955 -0.258 0.172 -0.071 -0.097 -0.065
C 4.608 -3.644 1.215 0.152 0.248 -0.035 -0.600
H 4.858 -4.145 0.282 -0.001 -0.103 -0.090 0.206
C 1.961 0.236 -1.757 -0.257 0.033 -0.044 -0.275
C 0.626 0.520 -1.533 -0.177 0.087 0.061 0.255
C 4.755 -1.515 2.523 0.166 -0.056 -0.252 -0.606
H -5.133 1.524 2.026 0.046 0.117 0.077 0.225
N 5.014 -0.194 -0.260 0.168 0.064 0.236 -0.617
H 3.532 -3.710 1.365 -0.150 -0.056 0.030 0.200
C -5.540 0.694 0.100 -0.058 0.020 -0.101 0.055
H -1.181 2.680 1.377 -0.046 0.013 -0.136 0.203
C 1.283 2.272 -0.012 -0.215 0.027 0.031 -0.324
C -5.496 0.660 1.489 -0.021 -0.017 -0.008 -0.241
H -5.471 2.822 -0.177 0.011 -0.107 -0.164 0.242
H -1.088 3.796 -0.006 -0.061 -0.121 0.034 0.204
H 2.242 -0.555 -2.434 -0.013 -0.116 -0.090 0.222
H -5.879 -0.483 3.254 0.001 0.003 0.088 0.212

Entry 4:
13
Properties=species:S:1:pos:R:3:forces:R:3:nbo_charge:R:1 method="wB97M-V/def2-TZVPD" relative_energy_kcal_mol=123.67 charge=0 homo_ev=-8.6
C -1.119 -0.290 0.002 1.302 1.109 0.306 0.247
H 2.692 -0.093 1.132 -1.207 0.332 -1.981 0.198
N 0.118 1.782 0.001 -1.744 -2.777 -0.352 -0.251
O 1.467 -1.329 -0.046 -1.736 -0.507 -0.381 -0.480
C 0.262 -0.534 -0.056 -1.224 -0.594 -0.871 0.117
C 2.199 -0.118 0.059 2.996 2.677 1.084 -0.081
H -2.261 -1.961 0.619 -0.232 3.659 -2.051 0.392
N -1.167 1.110 0.087 2.566 0.073 -0.274 -0.364
H 3.093 0.134 -0.664 -1.934 -1.153 0.878 0.201
C 0.867 0.683 -0.133 1.470 1.088 1.572 0.069
H -2.726 -1.203 -0.959 1.202 0.699 3.001 0.387
H -1.989 1.658 -0.055 -0.349 0.138 0.004 0.408
N -2.350 -0.942 0.064 -1.109 -4.744 -0.934 -0.844

What did the first record say?
21
Properties=species:S:1:pos:R:3:forces:R:3:lowdin_spin:R:1 method="wB97M-V/def2-TZVPD" charge=0 homo_ev="-4.5 / -7.8" s2=2.042 spin_multiplicity=3
C 1.141 0.953 0.267 2.252 -0.991 -0.194 0.136
H -4.888 1.850 -0.567 -0.065 -0.297 0.040 0.007
N 1.639 -1.238 0.044 -0.755 -1.129 1.223 0.350
H 1.296 -3.156 -0.591 0.009 -0.144 -0.129 0.010
H 1.987 -2.084 -1.858 0.006 -0.007 0.047 0.001
C 2.053 2.145 0.057 -0.368 -0.009 0.013 0.011
H -0.274 -1.315 1.219 0.172 0.103 0.148 0.012
H 2.076 2.408 -0.997 0.101 0.062 -0.119 0.001
N -3.924 1.590 -0.368 -0.173 0.662 -0.215 0.013
H 1.027 0.693 1.328 -0.082 0.002 -0.186 0.007
S -0.561 1.405 -0.371 -2.719 -1.314 1.078 0.599
C 1.993 -2.341 -0.794 0.235 -0.225 -0.126 0.042
H -2.084 -1.591 1.286 -0.359 -0.084 -0.067 0.015
H 1.697 2.993 0.636 0.007 0.237 0.045 0.004
C -1.472 0.140 0.302 -2.876 3.788 -2.598 0.107
H 2.986 -2.681 -0.498 0.123 -0.186 -0.136 0.012
C -1.267 -0.963 0.974 0.922 -1.630 1.129 0.264
H 3.061 1.891 0.379 -0.021 0.003 -0.014 0.003
N 1.542 -0.141 -0.549 0.872 1.904 -0.550 0.201
Cl -4.424 -1.014 0.162 -0.830 -0.634 0.041 0.053
C -3.605 0.454 -0.059 3.548 -0.111 0.569 0.150